1.
18
Properties=species:S:1:pos:R:3:forces:R:3 method="wB97M-V/def2-TZVPD" gap_ha=0.155 lumo_ev=0.8 charge=-1 homo_ev=-3.43
O -3.591304 -0.304377 3.032630 -0.425 -0.265 0.689
C -2.344113 -0.452167 2.974241 0.034 0.269 -0.596
O -1.692481 -1.343691 3.571543 -0.031 -0.558 0.365
O -1.692835 0.441895 2.196374 -0.388 0.325 0.478
C -0.834998 -0.041691 1.163047 0.518 -0.486 0.088
O -1.002721 -0.130270 -1.222545 0.583 0.204 -0.253
C 3.370032 0.326742 -3.190045 -1.417 -0.141 -0.574
C -1.139942 0.700022 -0.138050 -0.154 0.024 -0.295
O 2.682987 1.368587 -3.280797 0.844 0.396 0.197
O 2.906527 -0.840645 -3.181418 0.999 -0.124 0.548
Na -3.673609 -2.116953 4.423089 0.456 0.563 -0.544
Tl 0.642928 0.082232 -3.058289 -2.226 -0.331 -0.225
H -0.994183 -1.123294 1.022603 -0.001 0.405 -0.079
H 0.217421 0.115987 1.449435 -0.226 -0.135 0.087
H -2.168067 1.123438 -0.037769 0.224 -0.206 0.001
H -0.464860 1.588286 -0.175332 -0.110 -0.030 -0.010
O 4.717383 0.490564 -3.183924 1.325 0.424 0.420
H 5.061834 0.115336 -2.364791 -0.006 -0.333 -0.296

=====

2.
120
Properties=species:S:1:pos:R:3:forces:R:3 method="wB97M-V/def2-TZVPD" gap_ha=0.077 lumo_ev=-2.8 charge=-1 homo_ev=-4.87
C -1.875876 2.694825 -2.289520 -0.057 -0.167 -0.063
C -0.416831 2.775677 -2.773090 -0.629 0.338 -0.191
C 0.349164 4.007271 -2.237505 0.796 -0.777 -0.081
C 1.781418 3.645697 -1.724896 -1.278 0.166 0.332
C 1.793439 3.647422 -0.184499 1.062 0.117 -0.036
C 2.912633 2.770196 0.425757 -0.037 0.812 -0.549
C 2.764263 1.260902 0.196752 -0.029 0.298 0.276
C 2.216479 0.190408 1.201689 -0.614 0.182 -0.795
C 2.171482 -1.060396 0.226762 -0.285 -0.759 0.429
C 2.663647 -2.435166 0.712717 0.172 -0.152 -0.877
C 2.471837 -3.450410 -0.430758 -0.140 0.501 0.435
N 3.307519 -3.154014 -1.595061 -0.407 -0.064 0.025
C 3.139493 -0.083016 2.400464 0.832 0.954 -0.908
C 3.811007 1.095164 3.138099 1.284 -0.394 -1.951
C 5.213058 1.535990 2.524906 -1.615 1.419 0.387
C 5.742451 2.916158 3.091596 0.110 -0.476 -1.995
Br 6.503513 0.149249 3.130492 -4.971 -2.241 -7.038
C 2.683024 -1.084830 3.464072 1.743 -0.983 0.514
O 3.178395 -0.680667 4.702705 -0.911 -0.841 1.239
O 1.312244 -1.478906 3.611929 -0.013 0.586 -1.158
S 0.168279 -1.090295 2.591952 -4.249 -0.461 0.345
O -0.232789 -2.107394 1.652942 2.058 0.140 -0.173
O -0.972205 -0.753876 3.403494 1.017 0.656 0.188
C 0.725068 0.440273 1.687332 0.926 0.437 0.598
S -0.408774 0.807778 0.333652 -0.506 -1.036 -0.838
S 0.526692 1.738717 2.987387 -0.151 2.154 2.805
C -1.217232 2.123382 3.185526 -0.491 -0.123 -1.042
O 1.137016 3.008981 2.665090 -0.032 -0.558 -1.235
O 0.998202 1.244890 4.267585 0.110 -1.016 -0.803
H -2.551592 3.262996 -2.931065 0.047 0.117 0.128
H -1.998894 3.068515 -1.267707 0.043 0.024 -0.047
H -2.248681 1.665525 -2.297855 0.055 0.029 -0.044
H 0.075202 1.829076 -2.535310 0.222 0.177 0.099
H -0.452413 2.860991 -3.862663 0.155 -0.303 0.015
H 0.478938 4.737536 -3.036413 -0.437 0.172 0.142
H -0.221842 4.419048 -1.403371 0.060 0.386 -0.192
H 2.030081 2.667604 -2.144085 0.276 0.091 0.037
H 2.487886 4.395741 -2.084260 0.174 -0.229 -0.019
H 0.821450 3.454438 0.257464 -0.017 -0.189 -0.111
H 2.059101 4.667089 0.115835 -0.308 0.002 0.093
H 3.088054 3.144345 1.429579 -0.049 -0.550 0.221
H 3.798009 3.092266 -0.144267 0.078 -0.245 0.091
H 3.734569 0.864713 -0.122872 0.007 -0.072 0.225
H 2.149997 1.146758 -0.700114 -0.040 0.016 0.084
H 2.750220 -0.861509 -0.675147 0.108 0.305 0.199
H 1.161949 -1.217765 -0.162178 -0.033 0.156 0.164
H 3.742306 -2.379358 0.907843 -0.087 -0.135 0.316
H 2.127775 -2.858733 1.558872 0.055 0.286 0.137
H 2.646968 -4.446204 -0.013982 0.040 -0.030 -0.189
H 1.415182 -3.373161 -0.712059 0.036 -0.299 -0.039
H 4.050277 -2.501423 -1.390828 0.196 -0.265 0.027
H 3.660192 -4.002046 -2.011222 0.225 0.158 -0.067
H 3.996951 -0.539309 1.892109 -0.105 -0.430 0.269
H 4.109252 0.746705 4.137292 -0.893 0.489 -2.723
H 3.163817 1.940111 3.334198 0.088 0.153 -0.317
H 5.212095 1.543358 1.439311 0.062 -0.145 -0.037
H 6.206635 2.785956 4.060009 0.375 0.417 -0.532
H 6.403364 3.442165 2.378718 0.042 -0.452 -0.023
H 4.878753 3.561456 3.234839 0.088 0.075 -0.067
H 3.220019 -2.014751 3.280513 -0.236 -0.103 0.026
H 2.851273 0.221441 4.897610 -0.842 -0.482 0.291
H -0.822322 2.074727 0.499000 0.444 -0.024 0.656
H -1.859737 1.345067 2.781922 0.053 -0.161 0.382
H -1.406359 2.313427 4.238588 0.320 -0.294 0.081
H -1.428864 3.034143 2.623407 0.301 0.028 0.036
C -3.243769 -1.889202 -0.509301 -0.035 0.238 -0.136
C -4.684099 -2.150415 -0.950861 0.313 -0.060 0.299
C -4.869147 -3.237459 -1.996902 -0.424 0.301 0.306
N -4.521800 -2.889412 -3.429137 0.045 -0.318 -0.451
C -4.929143 -4.068068 -4.260275 -0.042 0.098 0.111
C -5.237942 -1.655964 -3.951989 -0.069 0.334 0.177
C -4.252978 -0.515118 -3.788617 0.015 0.200 0.158
C -2.889251 -1.157916 -4.033026 0.139 0.112 -0.068
C -3.039799 -2.625229 -3.631472 0.127 -0.004 -0.101
H -2.678672 -1.323591 -1.255052 0.082 -0.018 0.055
H -3.239078 -1.294481 0.403816 0.022 -0.032 0.020
H -2.711198 -2.819169 -0.298127 0.013 0.011 0.018
H -5.170939 -1.218891 -1.238100 -0.131 -0.086 -0.049
H -5.234968 -2.490829 -0.070967 -0.193 -0.082 -0.156
H -5.920851 -3.528607 -2.001383 0.008 -0.017 -0.094
H -4.281642 -4.121635 -1.744976 0.050 0.021 -0.052
H -6.002856 -4.207250 -4.158304 0.002 -0.025 -0.031
H -4.392671 -4.943249 -3.900832 -0.056 -0.031 0.001
H -4.673563 -3.866672 -5.297327 -0.035 -0.005 -0.006
H -5.453081 -1.816324 -5.007653 -0.077 -0.079 0.033
H -6.172402 -1.517908 -3.410905 -0.052 -0.109 -0.066
H -4.305281 -0.084688 -2.789156 -0.022 -0.061 0.020
H -4.458656 0.291355 -4.489800 -0.124 -0.073 -0.041
H -2.096664 -0.660711 -3.473474 0.005 -0.059 0.038
H -2.620500 -1.089828 -5.087541 -0.043 -0.027 -0.005
H -2.508356 -2.893956 -2.724606 -0.095 0.025 0.056
H -2.685205 -3.272919 -4.429879 -0.095 -0.104 0.048
Cl 4.606791 2.225323 5.240858 0.563 1.941 3.624
N -8.850565 -0.855809 -5.383640 0.119 0.288 -0.356
S -9.194929 0.635511 -4.941237 -0.544 0.942 1.300
O -10.292857 1.239609 -5.623773 0.179 -0.205 -0.295
O -8.066535 1.462226 -4.632222 0.222 -0.316 -0.231
F -9.794968 0.303558 -3.521396 0.170 -0.381 -0.131
S -8.265897 -0.965226 -6.830271 0.136 -0.383 -1.539
O -8.256811 -2.308154 -7.325385 0.063 -0.214 0.786
O -7.092489 -0.186235 -7.114474 0.017 0.075 0.473
F -9.377241 -0.286630 -7.742351 0.007 0.103 0.072
Li 5.154695 0.333737 5.367454 0.416 -1.844 1.034
N 9.346348 1.506917 2.449244 -0.419 0.873 -0.042
H 8.445309 1.025845 2.263216 0.311 -0.015 -0.126
H 9.081871 2.334097 3.136535 0.813 -0.781 -0.591
H 9.983291 0.863585 2.919878 -0.021 0.118 0.151
H 9.781816 1.848799 1.591338 -0.137 0.040 0.035
Cl 3.036090 2.930695 6.898914 -0.916 0.340 1.050
F -9.947880 -3.695538 1.430590 0.213 0.007 -0.109
Al -8.799544 -3.427456 0.215404 -0.216 0.040 0.070
F -9.560199 -3.293466 -1.289990 0.228 -0.066 0.112
F -7.685143 -4.725717 0.161005 0.046 0.268 -0.095
F -7.926537 -1.994868 0.533056 0.115 -0.262 -0.100
Al 8.664588 2.315264 5.343388 6.593 12.096 3.555
Br 7.832770 0.714049 4.977968 -1.116 -10.470 4.846
C 9.370470 0.075688 8.382726 0.902 -0.483 -0.107
O 8.197353 0.220860 8.767733 -0.135 0.063 -0.237
O 9.984335 -1.035254 8.331041 -0.607 -0.258 0.120
O 10.124153 1.021780 7.980949 -0.525 0.950 -0.511

=====

3.
14
Properties=species:S:1:pos:R:3:forces:R:3 method="wB97M-V/def2-TZVPD" gap_ha=0.319 relative_energy_kcal_mol=127.3 lumo_ev=0.4 homo_ev=-8.25
C 1.703621 0.039047 0.183934 -2.529 0.444 0.119
C 2.865471 -0.006625 0.026991 3.266 -0.160 -1.068
C -1.798486 0.707974 0.143766 -0.995 -1.694 0.498
C -1.943189 -0.571664 -0.749893 -2.047 -0.924 -1.772
C 0.298517 -0.032995 0.311537 -0.898 -0.250 4.357
O -0.476471 1.063100 0.055604 1.987 0.719 -1.249
O 4.083629 -0.135858 -0.456073 -0.026 0.125 0.441
S -0.447279 -1.555280 -0.351242 -0.348 1.008 0.073
H -2.459198 1.568078 -0.131716 0.637 -0.877 0.359
H -1.860612 0.330542 1.220380 -0.901 0.633 -0.914
H -2.910809 -1.205230 -0.471886 2.050 1.453 -0.613
H -1.938354 -0.396502 -1.948466 -0.195 -0.057 2.963
H 0.121733 -0.037511 2.035770 0.303 -0.347 -3.188
H 4.761425 0.232918 0.131289 -0.304 -0.072 -0.007

=====

4.
17
Properties=species:S:1:pos:R:3:forces:R:3 method="wB97M-V/def2-TZVPD" smiles=CN1C[C@@H]2N[C@@H]2C1 gap_ha=0.362 relative_energy_kcal_mol=53.4 lumo_ev=1.1 homo_ev=-8.74
C -2.043430 0.020503 -0.578911 1.614 0.956 0.590
N -1.141509 -0.119020 0.595870 0.822 2.745 0.014
C -0.154613 -1.157147 0.466873 -0.507 -2.468 -0.467
C 0.961596 -0.701294 -0.519821 -0.504 -0.590 -1.022
N 2.114192 -0.008268 0.001461 -0.202 0.435 -0.542
C 0.973909 0.805646 -0.413375 -1.403 -0.228 -0.180
C -0.244480 1.122173 0.525683 -0.470 0.984 -0.150
H -1.402641 0.296352 -1.451332 -0.955 -0.465 0.050
H -2.646468 -0.833274 -0.677635 -0.353 -1.537 -0.543
H -2.772900 0.797177 -0.375794 0.210 0.468 0.040
H -0.687131 -2.017916 -0.032441 0.674 0.428 0.746
H 0.143741 -1.507518 1.527944 0.105 0.624 -1.733
H 1.092048 -1.324312 -1.460777 -0.051 1.051 1.242
H 2.104828 -0.104082 0.979173 0.326 -0.132 1.702
H 1.160548 1.553557 -1.187080 0.049 -0.602 -0.052
H 0.108320 1.511824 1.495964 -0.214 -0.672 0.023
H -0.867024 1.979934 0.117972 0.858 -0.997 0.283

=====

5.
19
Properties=species:S:1:pos:R:3:forces:R:3 method="wB97M-V/def2-TZVPD" smiles="C[N+]1(C)CC=[N+]=C1OS[O-]" gap_ha="0.302 / 0.268" relative_energy_kcal_mol=89.2 lumo_ev="-4.7 / -5.0" charge=+1 homo_ev="-12.90 / -12.25"
C -0.395400 -0.768562 1.212213 -0.744 -2.377 0.187
N -0.353313 0.001865 -0.079513 -1.705 1.053 1.902
C -0.375063 -0.844934 -1.222515 -1.271 -3.165 -0.188
C 0.621936 1.181198 -0.111418 -1.164 0.000 -1.059
C -0.312552 2.379870 0.136482 1.164 -1.232 -0.571
N -1.563192 2.036550 0.166501 -1.947 -0.198 -0.209
C -1.775886 0.772890 -0.036684 3.858 1.408 0.187
O -2.739413 -0.031052 0.048273 -0.270 -1.724 -0.036
S -4.362671 0.208464 0.013810 -2.096 1.398 0.087
O -5.018810 -1.062412 -0.143273 0.319 -0.535 -0.045
H 0.373960 -1.572929 1.404585 -0.633 0.995 -1.003
H -0.349901 -0.115985 2.012144 0.558 1.811 1.477
H -1.430679 -1.203186 1.392458 1.434 0.096 -0.901
H -1.370111 -1.361428 -1.398031 1.025 1.101 0.260
H -0.007897 -0.347289 -2.033227 0.262 1.608 -2.426
H 0.302381 -1.662717 -1.140644 0.732 -0.681 0.623
H 1.104086 1.237420 -1.111469 -0.429 -0.097 0.524
H 1.391075 1.041495 0.602854 0.645 -0.139 0.863
H -0.016080 3.382213 -0.051214 0.263 0.678 0.329

=====

For reference, electronic energy by record: -27674.05743, -310522.59396, -20206.68548, -8325.01560, -23230.21165 eV.
For reference, maximum force by record: 0.0440, 0.2767, 0.0866, 0.0557, 0.0799 hartree/bohr.